# 1
Density functional theory data (the ωB97M-V functional and the def2-TZVPD basis) for a cluster of 3 separate species, C26H60BBr3N4O9S2Si2 in total.

Summary:
E_HOMO	-8.51	eV

Structure (XYZ):
```
107
C26H60BBr3N4O9S2Si2 (the ωB97M-V functional and the def2-TZVPD basis)
C 4.672 -2.993 1.593
C 3.945 -1.689 1.879
Br 5.029 -0.634 3.109
C 2.504 -1.997 2.333
Br 1.759 -0.903 3.745
Si 1.321 -2.035 0.823
O 0.055 -0.983 0.914
Si -0.146 0.547 0.341
Br 0.646 2.042 1.808
C 0.820 0.842 -1.234
C 2.304 1.221 -1.062
C 2.691 2.477 -1.837
S 4.488 2.562 -2.166
C 4.864 4.080 -1.230
S 4.628 5.534 -1.870
N 5.398 3.906 0.070
C 4.617 3.026 0.942
C 5.096 3.303 2.354
O 6.516 3.228 2.466
C 7.170 2.718 1.325
C 6.798 3.438 0.019
C -1.958 0.871 0.126
C -2.785 1.109 1.389
O -3.113 -0.185 1.906
C -4.043 1.911 1.077
N -4.923 2.127 2.224
B 0.575 -3.922 0.576
O -0.762 -4.151 0.383
O 1.413 -5.015 0.603
H 5.672 -2.807 1.203
H 4.110 -3.579 0.857
H 4.755 -3.589 2.503
H 3.924 -1.082 0.974
H 2.489 -3.002 2.759
H 2.177 -1.676 -0.342
H 0.270 1.665 -1.708
H 0.713 -0.012 -1.910
H 2.526 1.403 -0.010
H 2.949 0.395 -1.370
H 2.445 3.373 -1.265
H 2.164 2.542 -2.790
H 4.733 1.969 0.664
H 3.554 3.270 0.883
H 4.814 4.326 2.617
H 4.623 2.615 3.063
H 8.236 2.846 1.512
H 6.985 1.642 1.223
H 7.442 4.300 -0.170
H 6.936 2.718 -0.802
H -2.084 1.715 -0.563
H -2.372 -0.021 -0.362
H -2.194 1.656 2.136
H -3.312 -0.109 2.846
H -3.743 2.875 0.653
H -4.594 1.361 0.309
H -5.663 1.438 2.254
H -4.424 2.066 3.105
H -1.352 -3.804 1.063
H 2.170 -5.020 0.008
C -3.352 9.177 -0.223
O -2.393 8.817 -1.194
C -1.043 8.950 -0.766
C -0.366 7.598 -0.721
N -0.937 6.775 0.332
C -0.468 5.397 0.354
C -0.813 4.515 -0.838
O -2.195 4.230 -0.968
C -2.950 5.163 -1.719
H -4.329 9.110 -0.698
H -3.333 8.512 0.648
H -3.201 10.204 0.128
H -1.003 9.425 0.219
H -0.520 9.593 -1.479
H 0.700 7.742 -0.520
H -0.454 7.149 -1.721
H -1.946 6.783 0.243
H -0.875 4.917 1.247
H 0.622 5.404 0.468
H -0.325 3.550 -0.676
H -0.423 4.920 -1.780
H -2.345 5.619 -2.509
H -3.363 5.962 -1.098
H -3.777 4.620 -2.176
C -1.222 -6.756 -2.516
O -1.073 -7.907 -1.715
C -1.232 -7.666 -0.320
C -2.453 -8.384 0.210
N -3.672 -7.793 -0.320
C -4.895 -8.514 0.001
C -5.060 -9.918 -0.568
O -5.177 -9.952 -1.979
C -3.962 -10.046 -2.694
H -0.996 -7.045 -3.541
H -2.239 -6.349 -2.477
H -0.533 -5.962 -2.209
H -1.302 -6.593 -0.126
H -0.343 -8.045 0.192
H -2.466 -8.298 1.302
H -2.348 -9.451 -0.034
H -3.585 -7.714 -1.326
H -5.739 -7.913 -0.348
H -4.980 -8.577 1.091
H -5.993 -10.329 -0.176
H -4.250 -10.585 -0.247
H -3.210 -10.608 -2.132
H -3.540 -9.066 -2.939
H -4.170 -10.572 -3.626
```

---

# 2
Density functional theory data (the ωB97M-V functional and the def2-TZVPD basis) for a structure of composition C28H49N6PdSi3 in a non-equilibrium geometry.

Summary:
E_HOMO (alpha / beta)	-9.80 / -9.80	eV
total charge	+1

Structure (XYZ):
```
87
C28H49N6PdSi3 (the ωB97M-V functional and the def2-TZVPD basis)
Pd 0.212 0.104 0.499
N -2.390 1.418 -0.168
C -3.532 0.702 -0.127
C -4.789 1.361 -0.363
C -5.947 0.650 -0.389
C -5.907 -0.747 -0.181
C -4.702 -1.427 0.086
C -4.660 -2.807 0.318
C -3.423 -3.390 0.658
C -2.307 -2.611 0.722
N -2.288 -1.278 0.405
C -3.473 -0.695 0.124
H -1.532 0.954 0.179
H -2.449 2.422 -0.130
H -4.772 2.431 -0.505
H -6.895 1.134 -0.569
H -6.820 -1.320 -0.216
H -5.563 -3.394 0.296
H -3.358 -4.441 0.892
H -1.373 -3.042 1.050
C -0.170 3.683 0.882
Si 1.023 2.381 0.074
C 2.785 2.680 0.986
C 2.862 4.128 1.468
C 2.876 1.750 2.197
C 3.956 2.416 0.042
C 0.915 2.709 -1.894
C 1.294 4.168 -2.129
C 1.862 1.816 -2.691
C -0.513 2.491 -2.400
H 0.329 4.637 1.008
H -0.497 3.360 1.865
H -1.055 3.876 0.288
H 2.193 4.312 2.303
H 2.639 4.830 0.670
H 3.877 4.332 1.808
H 2.030 1.902 2.865
H 3.783 1.952 2.766
H 2.905 0.705 1.881
H 3.998 3.157 -0.753
H 3.883 1.428 -0.396
H 4.892 2.468 0.597
H 2.334 4.351 -1.882
H 0.678 4.842 -1.543
H 1.150 4.414 -3.180
H 2.896 2.003 -2.424
H 1.750 2.011 -3.757
H 1.656 0.762 -2.518
H -1.200 3.209 -1.962
H -0.875 1.486 -2.180
H -0.546 2.628 -3.479
C 1.238 -1.911 2.920
Si 1.800 -3.054 1.504
C 1.114 -4.816 1.657
C 3.688 -3.090 1.290
C 1.024 -2.101 -0.024
Si 0.692 -2.902 -1.774
C -0.174 -4.583 -1.642
C 2.392 -3.033 -2.620
C -0.474 -1.597 -2.536
H 1.542 -2.263 3.901
H 0.150 -1.817 2.943
H 1.662 -0.909 2.799
H 1.319 -5.182 2.656
H 1.602 -5.495 0.967
H 0.046 -4.895 1.498
H 4.142 -3.582 2.144
H 4.122 -2.097 1.219
H 3.986 -3.651 0.408
H 0.018 -1.766 0.337
H 0.496 -5.369 -1.316
H -0.539 -4.860 -2.625
H -1.031 -4.572 -0.979
H 3.169 -3.337 -1.925
H 2.700 -2.096 -3.075
H 2.365 -3.777 -3.407
H -1.504 -1.775 -2.230
H -0.454 -1.603 -3.621
H -0.204 -0.588 -2.206
N 2.867 -0.465 -0.609
C 1.787 -0.915 -0.253
H 3.680 -0.974 -0.927
N 0.010 -0.124 6.662
C -0.121 0.372 5.628
N -0.157 0.962 4.495
C -0.520 0.764 3.328
N -0.853 0.773 2.198
```

---

# 3
Density functional theory data (the ωB97M-V functional and the def2-TZVPD basis) for a structure of composition H6Na6O6 in a non-equilibrium geometry.

Summary:
energy relative to the best compared isomer or geometry (same formula, charge and spin)	1265.67	kJ/mol
E_HOMO	-6.01	eV

Structure (XYZ):
```
18
H6Na6O6 (the ωB97M-V functional and the def2-TZVPD basis)
Na 2.638 -3.137 4.155
Na -1.424 1.372 -1.990
Na 1.121 -4.276 -1.622
Na -2.636 -2.585 2.095
Na 0.210 2.076 3.316
Na 4.092 0.402 -0.570
O 2.058 2.691 -2.945
H 1.767 2.610 -2.016
O 0.510 -0.784 0.384
H 0.134 -1.085 -0.466
O -0.981 -2.179 -5.012
H -1.395 -2.382 -5.874
O -1.070 4.158 0.588
H -0.133 3.891 0.662
O -4.736 -0.230 -1.120
H -4.424 -1.139 -0.948
O 2.110 0.112 6.132
H 2.159 0.484 5.231
```

---

| no. | calculated total energy (Ha) |
| --- | --- |
| 1 | -11045.20050 |
| 2 | -2420.94497 |
| 3 | -1428.25485 |